14
Properties=species:S:1:pos:R:3 method="wB97M-V/def2-TZVPD" orbital_gap_ha=0.464 smiles="C[N+](C)=C1CO1" charge=+1
C 1.2225 0.0933 -0.0551
C 2.4112 -0.7511 0.0146
C -0.6278 1.5883 -0.0114
C -0.9261 -0.9103 0.0048
N -0.0386 0.2404 0.0010
O 2.3081 0.7514 0.0123
H 2.6229 -1.0463 0.9917
H 2.6706 -0.9643 -0.9651
H -0.8426 1.9442 -1.0225
H 0.1411 2.2776 0.4330
H -1.4209 1.5082 0.5985
H -1.3671 -0.9141 0.9970
H -0.3352 -1.9181 0.0990
H -1.6381 -0.8535 -0.7088

14
Properties=species:S:1:pos:R:3 method="wB97M-V/def2-TZVPD" orbital_gap_ha="0.345 / 0.308" multiplicity=3 charge=+1
C 0.5750 0.4617 -0.8567
C 0.9924 1.6255 -1.5448
C -1.0499 -1.3980 -0.0556
C 0.1669 -0.0900 1.7065
N -0.2227 -0.2381 0.3597
O 0.5715 0.4176 -2.1589
H 0.2979 2.3972 -1.7732
H 2.0650 1.8421 -1.7699
H -1.9969 -0.9652 0.3644
H -0.9423 -2.3205 0.4334
H -1.1424 -1.5261 -1.1601
H 0.0415 0.8931 2.2511
H 1.1671 -0.4827 1.9393
H -0.5231 -0.6166 2.2648

14
Properties=species:S:1:pos:R:3 method="wB97M-V/def2-TZVPD" orbital_gap_ha="0.286 / 0.187" multiplicity=3 charge=+1
C -2.3016 -0.1018 0.0448
C -3.0431 0.6050 -0.7134
C -1.4621 -0.5694 1.0841
C 1.3877 -0.7664 -0.5973
N 0.7818 0.2998 0.0806
O -1.6236 -1.4482 0.1355
H -3.5535 0.2139 -1.6759
H -3.1838 1.6435 -0.3274
H -1.0824 -0.6498 2.1294
H 2.1477 -1.4464 -0.1395
H 0.4391 -1.3718 -0.9752
H 1.9111 -0.5336 -1.4550
H 0.1374 0.7945 -0.4931
H 1.3820 1.0061 0.5934

15
Properties=species:S:1:pos:R:3 method="wB97M-V/def2-TZVPD" orbital_gap_ha=0.215 charge=-1
C 2.2337 -0.1622 0.1975
O 3.2490 0.4550 -0.3658
C 0.8056 0.4113 -0.1343
C -0.3242 -0.4780 0.3879
C -1.6964 0.1787 0.2494
N -2.0678 0.2208 -1.0671
O -2.3285 0.6401 1.1764
H 2.1308 -1.2239 -0.2154
H 2.1303 -0.2005 1.3369
H 0.7285 0.5698 -1.2137
H 0.6645 1.3897 0.3473
H -0.3340 -1.3089 -0.3316
H -0.1813 -0.9364 1.3666
H -2.5473 1.1106 -1.2010
H -2.4632 -0.6659 -0.5331

15
Properties=species:S:1:pos:R:3 method="wB97M-V/def2-TZVPD" orbital_gap_ha=0.190 charge=-1
C -2.2882 0.1598 0.9693
C -1.1748 0.1898 -0.0988
N -0.1382 -0.5469 0.2015
C 1.0112 -0.1641 -0.7179
C 2.3225 -0.7025 -0.1716
O 3.5483 -0.2799 -0.7108
O -1.5187 1.0144 -1.1274
H -1.8185 0.5559 1.8795
H -2.9884 0.9491 0.6854
H -2.8022 -0.7547 1.2516
H -0.8349 1.4099 -0.3342
H 1.0296 0.9278 -0.8165
H 0.8713 -0.5297 -1.7400
H 2.4921 -1.8092 -0.1798
H 2.2890 -0.4197 0.9098

15
Properties=species:S:1:pos:R:3 method="wB97M-V/def2-TZVPD" orbital_gap_ha=0.300 charge=-1
C 1.3089 -0.7776 -1.2242
C 1.6851 0.1430 0.0144
C 0.5322 0.5701 1.0155
N 3.0488 0.3917 0.3566
C -3.3254 -0.2318 0.0332
O -2.0984 -0.0399 0.0833
O -4.1387 -0.2165 1.0175
H 0.2936 -0.3439 -1.4204
H 1.9481 -0.6402 -2.0440
H 1.3552 -1.8242 -0.9978
H 2.3137 1.3344 0.4897
H 1.0369 0.5168 1.9998
H -0.3099 -0.1286 0.8610
H 0.1369 1.5932 0.8331
H -3.7871 -0.3465 -1.0177

15
Properties=species:S:1:pos:R:3 method="wB97M-V/def2-TZVPD" orbital_gap_ha=0.301 smiles="CN[C@H](C)C(=O)[O-]" charge=-1
C 1.6722 0.1827 1.0406
N 1.0386 -1.0018 0.4845
C 0.2316 -0.5253 -1.8287
C -0.1527 -0.7478 -0.3665
C -0.9990 0.4593 0.1874
O -1.9017 0.1480 0.9832
O -0.6067 1.6008 -0.1440
H 1.8441 0.9844 0.3226
H 1.0072 0.6227 1.7900
H 2.5777 -0.1029 1.5819
H 1.6959 -1.5215 -0.0979
H -0.6098 -0.7472 -2.4822
H 1.1280 -1.0736 -2.0966
H 0.4279 0.5434 -1.9301
H -0.8023 -1.6216 -0.2245

15
Properties=species:S:1:pos:R:3 method="wB97M-V/def2-TZVPD" orbital_gap_ha="0.086 / 0.302" multiplicity=2 charge=-2
O 0.7873 -1.6317 0.4648
C 2.0329 -1.4167 0.4501
O 2.6318 -0.3724 0.1577
H 2.6233 -2.3169 0.7465
N -0.2837 0.9655 1.0816
C -0.5773 1.2331 -0.3423
C -2.8936 0.6541 -1.0245
C -1.6020 0.3094 -0.9140
H 0.4800 1.5594 1.3781
H 0.0653 -0.0158 1.0875
H 0.3667 1.0983 -0.8978
H -0.9229 2.2651 -0.4861
H -3.6903 -0.0391 -1.2569
H -3.1483 1.6373 -0.6423
H -1.3186 -0.7318 -1.0189

15
Properties=species:S:1:pos:R:3 method="wB97M-V/def2-TZVPD" orbital_gap_ha="0.405 / 0.277" multiplicity=2
O -0.7714 -2.4676 1.1287
C -0.2834 -1.5750 0.3093
N 0.9748 -1.3889 0.1711
C 1.8230 1.8656 1.0481
O 1.3063 2.6648 1.7693
C -1.4171 -0.7980 -0.3342
C -0.9389 0.2949 -1.3124
H 1.4366 -1.4919 1.0768
H 1.7566 0.7899 1.2368
H 2.4404 2.2288 0.2067
H -1.9732 -1.5455 -0.9032
H -2.0647 -0.2986 0.3855
H -1.0498 0.0195 -2.3684
H 0.1489 0.4311 -1.2812
H -1.3880 1.2709 -1.1329

15
Properties=species:S:1:pos:R:3 method="wB97M-V/def2-TZVPD" orbital_gap_ha="0.411 / 0.314" multiplicity=2
O 3.2018 -1.7376 -1.2601
C 2.8397 -0.9223 -0.5027
N 2.6721 -0.2033 0.4587
C -0.2036 0.9629 0.9426
C -0.5380 0.1720 -0.3416
C -2.0097 -0.2757 -0.3205
O -2.9554 0.5842 -0.5958
H 1.8012 -0.0916 -0.3680
H -0.3157 0.2929 1.7949
H 0.7545 1.4635 0.8507
H -0.9411 1.7625 0.9855
H -0.2150 0.8692 -1.1141
H 0.0400 -0.7571 -0.3561
H -2.0130 -1.2807 -0.8168
H -2.1177 -0.8390 0.6433

15
Properties=species:S:1:pos:R:3 method="wB97M-V/def2-TZVPD" orbital_gap_ha=0.364 smiles="C=CC(=[NH2+])C(O)O" charge=+1
C 2.0241 1.0633 0.0289
C 1.6183 -0.2321 -0.0681
C -0.8888 0.4076 0.3748
C 0.2210 -0.6292 -0.0208
N -0.3230 -1.8141 -0.0757
O -2.0157 -0.3165 -0.0570
O -0.9239 1.7197 -0.1943
H 3.1419 1.3169 -0.0075
H 1.2542 1.7860 -0.1120
H 2.1678 -1.1542 -0.1631
H -0.6882 0.3788 1.4342
H -1.3006 -1.9566 0.1157
H -2.7825 0.1954 0.0705
H 0.0413 -2.6657 -0.4544
H -1.5459 1.9007 -0.8713

16
Properties=species:S:1:pos:R:3 method="wB97M-V/def2-TZVPD" orbital_gap_ha=0.311 charge=-1
C -2.9335 1.4795 0.2952
C -2.0482 0.6327 -0.6208
O -2.5208 -0.3721 -1.1768
O -0.8627 1.0696 -0.7090
H -3.9811 1.1846 0.4550
H -2.9823 2.4920 -0.1064
H -2.4860 1.5508 1.2815
C 2.9489 -0.4491 0.2750
C 1.9443 -1.5349 0.0716
O 2.2255 -2.7328 0.1398
N 0.7101 -1.0979 -0.2152
H 0.0102 -1.7864 -0.4576
H 0.3638 -0.1241 -0.2071
H 3.9914 -0.7463 0.3836
H 2.7229 0.1761 1.1289
H 2.8976 0.2582 -0.5375

16
Properties=species:S:1:pos:R:3 method="wB97M-V/def2-TZVPD" orbital_gap_ha=0.322 charge=-1
C 0.1828 -0.1937 2.4941
C 1.4585 -0.7912 1.9370
O 2.3151 -1.1815 2.7356
N 1.5875 -0.7886 0.6091
H 2.3811 -1.2456 0.1998
H 0.7920 -0.6604 0.0047
H -0.3137 -0.9741 3.0802
H -0.5175 0.2012 1.7721
H 0.4644 0.5331 3.2547
C -1.4020 1.0897 -2.8256
C -0.9136 0.3089 -1.5890
O 0.2545 -0.1635 -1.6747
O -1.6584 0.2637 -0.5888
H -2.3313 1.6021 -2.6011
H -1.7158 0.3389 -3.5660
H -0.5835 1.6611 -3.2420

16
Properties=species:S:1:pos:R:3 method="wB97M-V/def2-TZVPD" orbital_gap_ha=0.325 charge=-1
C 1.1665 -1.7373 0.1796
C 0.0862 -1.9066 1.2056
O -0.0919 -2.9737 1.7977
N -0.6420 -0.8059 1.4678
H -1.4333 -0.9610 2.0686
H -0.5721 -0.0092 0.8085
H 2.0125 -1.2448 0.6638
H 0.8753 -1.0611 -0.6164
H 1.5226 -2.7020 -0.1438
C 0.0909 3.1284 -1.5566
C -0.1548 1.6650 -1.1135
O -0.7770 0.9369 -1.9054
O 0.3025 1.3462 0.0183
H -0.2143 3.8348 -0.7857
H -0.5632 3.2591 -2.4300
H 1.1168 3.2756 -1.8998

16
Properties=species:S:1:pos:R:3 method="wB97M-V/def2-TZVPD" orbital_gap_ha=0.265 smiles="C[C@@H](CO)NC(=O)[O-]" charge=-1
C 0.3178 -1.8149 -0.5644
C -0.1207 -0.3365 -0.5399
C -1.5914 -0.2564 -1.0060
O -1.9817 -1.3950 -1.8399
N -0.0555 0.2381 0.7849
C 1.0152 1.1588 1.1081
O 1.3666 1.9207 0.1762
O 1.4040 1.1162 2.2988
H -0.3434 -2.3842 0.0776
H 0.2477 -2.1508 -1.5995
H 1.3334 -1.8490 -0.1782
H 0.5089 0.2586 -1.1883
H -1.7701 0.6806 -1.5512
H -2.2557 -0.2611 -0.1476
H -2.6657 -1.0499 -2.4168
H -0.2201 -0.4117 1.5384

16
Properties=species:S:1:pos:R:3 method="wB97M-V/def2-TZVPD" orbital_gap_ha=0.295 charge=-1
C -0.5337 2.9490 0.4162
C -1.6144 2.0491 1.0389
O -2.6016 2.5154 1.6146
O -1.3729 0.8111 0.8430
H 0.4159 2.4269 0.3333
H -0.3554 3.8050 1.0945
H -0.8306 3.4637 -0.4971
C 0.1967 -2.8962 -0.9678
C 1.1741 -1.7732 -0.8044
O 2.2246 -1.8055 -1.4460
N 1.1010 -0.9736 0.2841
H 1.9533 -0.4793 0.4857
H 0.2841 -0.4485 0.6090
H -0.7323 -2.7772 -0.4232
H 0.7430 -3.7584 -0.5780
H -0.0520 -3.1084 -2.0030

16
Properties=species:S:1:pos:R:3 method="wB97M-V/def2-TZVPD" orbital_gap_ha=0.320 charge=-1
C 1.2411 -1.3155 1.2041
C 0.2638 -2.3838 0.8776
O 0.2534 -3.4396 1.5273
N -0.5474 -2.1766 -0.1763
H -1.2962 -2.8110 -0.4089
H -0.6099 -1.2367 -0.5257
H 1.2746 -1.1297 2.2724
H 0.7426 -0.3968 0.7900
H 2.1754 -1.2110 0.6632
C -0.6221 2.9499 -1.0071
C -0.3347 1.4639 -0.7576
O 0.0162 0.7509 -1.7288
O -0.5368 1.0341 0.3979
H 0.2835 3.5487 -0.9033
H -1.3037 3.2535 -0.2136
H -0.9997 3.0996 -2.0110

16
Properties=species:S:1:pos:R:3 method="wB97M-V/def2-TZVPD" orbital_gap_ha=0.283 charge=-1
C -1.8716 0.5142 1.6317
C -1.4799 1.7747 0.9357
O -2.2187 2.7539 0.9075
N -0.2714 1.8776 0.2849
H -0.2032 2.7112 -0.2696
H 0.2829 1.0471 0.1020
H -2.0798 0.7816 2.6725
H -1.0674 -0.2146 1.7441
H -2.7466 0.0966 1.1038
C 1.1765 -2.1551 -2.2535
C 1.4504 -1.6670 -0.8323
O 1.7038 -0.4715 -0.5217
O 1.4728 -2.5659 0.0657
H 0.3340 -1.4726 -2.5705
H 0.7960 -3.1499 -2.2940
H 1.9580 -1.9981 -3.0005

17
Properties=species:S:1:pos:R:3 method="wB97M-V/def2-TZVPD" orbital_gap_ha=0.299 charge=-1
O -0.7206 -1.4931 -0.6115
C -1.5799 -0.6812 -0.4958
O -2.7012 -0.5670 -0.8842
C -1.0571 0.6347 0.2919
C -0.0741 1.3627 -0.5999
C 1.3204 1.0363 -0.8077
N 1.7379 -0.1074 -0.2359
O 2.0600 1.7517 -1.4673
H -1.8474 1.2566 0.7785
H -0.6252 0.3485 1.4123
H 0.0568 2.4139 -0.5370
H -0.6997 1.1444 -1.5669
H 1.1457 -0.8627 0.2465
H 2.6183 -0.4534 -0.0590
H 0.3284 -2.1250 0.8222
H -0.4455 -1.9223 1.9817
O 0.4831 -1.7369 1.7322

18
Properties=species:S:1:pos:R:3 method="wB97M-V/def2-TZVPD" orbital_gap_ha=0.402 smiles="O=[PH2]NC(=O)OC[C@@H]1CO1"
O 3.1085 -1.5834 0.4822
P 2.8442 -0.1700 0.1324
N 1.2005 0.1456 -0.3150
C 0.5288 0.9988 0.5942
O 0.8689 1.0207 1.7346
O -0.5342 1.7733 0.2133
C -1.5149 1.0457 -0.5432
C -2.0305 -0.1703 0.3622
C -1.3614 -1.5563 0.0072
O -2.8045 -1.1469 -0.3218
H 3.6152 0.1080 -1.0364
H 3.2830 0.7257 1.1302
H 1.1256 0.5051 -1.2689
H -2.3948 1.6743 -0.7385
H -1.1283 0.5834 -1.4685
H -2.2395 0.0363 1.4365
H -1.5480 -2.4332 0.6311
H -1.0187 -1.5568 -1.0316

Energy above the lowest of the compared OMol25 structures with the same formula, charge and spin (kcal per mole)
55.2 59.9 76.8 100.3 138.2 93.0 19.3 29.9 43.8 67.3 53.9 6.5 3.4 2.7 31.9 15.6 12.3 15.6 56.3 89.6